ORCA calculation (ωB97M-V with the def2-TZVPD basis set) on a structure of composition C37H45BaN9O2S2Si.

Atoms and positions in Å:
N 2.476 0.335 -2.984
H -1.547 5.338 -0.012
H -2.972 -3.261 4.919
H 4.303 -2.490 0.652
N -0.152 2.611 1.283
C -4.754 -1.121 -0.621
H 4.444 1.644 3.133
Ba 0.227 -0.129 0.493
C -1.874 4.466 -0.562
H 1.462 -5.808 -2.760
C -3.022 1.199 -2.976
C -1.806 3.035 3.067
H 0.275 -0.986 -3.417
Si -1.121 -2.843 3.320
H 2.945 2.495 2.752
S 1.901 2.624 -0.519
H -3.424 -1.742 -2.776
C -3.370 -1.049 -0.746
H 2.612 0.284 -3.983
H 2.170 -0.712 6.614
C -4.550 -0.261 1.595
H 4.230 -0.866 1.362
C 2.884 0.323 4.863
H 3.695 0.842 5.355
H -0.251 4.549 -1.967
H 4.539 0.373 -2.594
H -2.511 0.089 2.178
N -1.544 -0.800 -2.443
C -1.735 5.199 4.140
H -1.640 -3.746 1.018
H -2.629 -4.475 2.283
C 0.013 -2.783 -2.355
C -2.194 -3.533 1.935
H -0.212 6.558 3.475
C 4.772 -1.508 0.671
C -1.151 4.027 -1.661
C -2.581 2.285 -2.029
O 4.782 -0.940 -0.652
H 0.621 -4.617 3.154
H -0.721 -5.145 4.171
H 0.386 -3.995 -4.085
C -2.680 -1.590 -1.979
S 1.154 4.845 1.307
H 0.509 -4.055 4.817
C -2.978 3.731 -0.167
C -0.157 4.676 2.427
N -1.499 2.972 -2.393
C 0.676 -3.621 -0.326
C -5.351 -0.721 0.562
C 3.574 -0.653 -1.142
N -2.603 -0.595 0.244
C -1.938 0.229 -3.416
C 2.639 0.522 3.518
C -2.358 -2.390 4.674
C -3.330 2.613 -0.905
C 0.859 3.214 0.704
C 3.440 1.519 2.727
H -1.048 0.808 -3.668
H 0.326 -1.807 5.441
H -2.242 2.053 2.955
H -3.022 -2.871 1.676
C -0.561 -1.634 -3.139
H -0.984 -2.034 -4.076
H -3.892 0.678 -2.571
C -0.728 3.405 2.263
H -4.188 2.008 -0.637
N 1.663 -0.111 2.857
C 0.487 -3.915 -3.011
C 1.187 -4.774 -0.895
C -0.657 5.578 3.359
C -2.301 3.930 3.996
H -5.347 -1.491 -1.447
H -2.318 -2.580 -1.700
O 2.530 -0.884 -0.560
C 0.999 -1.159 4.897
H -2.136 5.888 4.872
H 3.497 1.239 1.676
C 2.030 -0.538 5.553
C 1.083 -4.920 -2.270
H -2.275 -0.266 -4.343
H -6.426 -0.773 0.678
H -1.903 -2.033 5.599
H -3.544 4.016 0.711
H -3.034 -1.606 4.318
C -3.183 -0.221 1.384
H 1.644 -5.532 -0.274
C -0.079 -4.293 3.929
C 0.810 -0.958 3.499
N 0.098 -2.653 -1.036
H -3.136 3.643 4.623
H -3.377 1.696 -3.885
H 0.735 -3.453 0.746
N 3.662 -0.062 -2.354
H -4.963 0.050 2.545
H 5.815 -1.590 0.955
N -0.161 -1.542 2.759
H 2.217 1.282 -2.705

Output
Molecular weight   877.376 g/mol
Frontier orbital gap   0.25942 Eh
Strongest force on any atom   0.6 eV/Å
Total charge   0